Entry 1:
58
Properties=species:S:1:pos:R:3 method="wB97M-V/def2-TZVPD" homo_energy_ev="-7.26 / -7.78" e_above_lowest_kcal_mol=0.3 multiplicity=5 e_lumo_ev="0.61 / -0.63"
Os 0.16001 0.41852 0.03109
S -0.12494 -0.33640 2.38064
C -1.02127 -1.66220 1.69564
C -1.65934 -2.67517 2.41370
C -2.34695 -3.64108 1.71023
C -2.39406 -3.58839 0.31918
C -1.73484 -2.55862 -0.32135
N -1.06299 -1.62806 0.35564
H -1.61185 -2.68128 3.49304
H -2.85443 -4.43635 2.24140
H -2.93220 -4.32842 -0.25486
H -1.73917 -2.44615 -1.39725
N 1.97279 -0.16145 -0.16756
P 3.51748 -0.10595 -0.04830
C 4.14917 1.47856 0.57638
C 3.44637 2.62999 0.23190
C 3.88537 3.87219 0.66030
C 5.02910 3.97149 1.44117
C 5.72856 2.82660 1.79414
C 5.29070 1.58263 1.36399
C 4.35821 -0.36731 -1.63636
C 5.23759 0.55476 -2.18994
C 5.81584 0.30948 -3.42899
C 5.51726 -0.85524 -4.11773
C 4.63562 -1.78013 -3.56922
C 4.05981 -1.53659 -2.33479
C 4.19445 -1.39750 1.03082
C 5.47309 -1.92157 0.85787
C 5.94862 -2.89166 1.72581
C 5.14724 -3.34327 2.76611
C 3.87014 -2.82801 2.93562
C 3.39065 -1.85723 2.06922
H 2.54475 2.54950 -0.36473
H 3.33064 4.76106 0.39010
H 5.36939 4.94095 1.78084
H 6.61410 2.89834 2.41194
H 5.83713 0.69401 1.65453
H 5.47328 1.46954 -1.66039
H 6.49780 1.03397 -3.85446
H 5.96710 -1.04500 -5.08358
H 4.39717 -2.68904 -4.10586
H 3.36618 -2.25344 -1.90871
H 6.09454 -1.58133 0.03726
H 6.94085 -3.30054 1.58699
H 5.51821 -4.10322 3.44168
H 3.24221 -3.18351 3.74217
H 2.39099 -1.45376 2.18881
C 0.82020 0.66011 -3.00652
C -0.22094 0.14674 -2.03010
O -1.22900 -0.38618 -2.41752
H 0.39201 0.71594 -4.00697
H 1.65684 -0.04106 -2.99162
H 1.21670 1.62580 -2.69361
C -2.69144 1.25409 0.20917
O -1.34018 1.62520 0.12098
H -3.31484 2.14646 0.11287
H -2.89581 0.78368 1.17908
H -2.95383 0.54979 -0.58850

=====

Entry 2:
58
Properties=species:S:1:pos:R:3 method="wB97M-V/def2-TZVPD" homo_energy_ev="-14.34 / -14.34" e_above_lowest_kcal_mol=0.0 total_charge=+2 e_lumo_ev="-7.75 / -7.75"
Pt 0.15307 -0.01455 0.50831
C 0.77654 4.39119 -0.26601
O 1.83428 3.56706 -0.82036
C 1.46045 2.32370 -0.71011
N 0.28779 2.08920 -0.20329
C -0.37490 3.39922 0.03020
C -1.06522 3.58565 1.37314
C -1.73673 2.54492 2.00931
C -2.40583 2.75399 3.20505
C -2.43204 4.01995 3.77157
C -1.78988 5.06931 3.13400
C -1.12544 4.85809 1.93521
C 2.29124 1.22682 -1.22136
C 3.37079 1.33462 -2.07864
C 3.92087 0.15204 -2.58095
C 3.34608 -1.06485 -2.26366
C 2.26280 -1.08476 -1.38565
N 1.82084 0.04484 -0.84965
C 1.46640 -2.21954 -0.98229
N 0.50342 -2.10457 -0.11151
C -0.12279 -3.40448 0.07321
C 0.59186 -4.27194 -0.98672
O 1.64104 -3.41219 -1.49411
C -1.63554 -3.43289 0.00579
C -2.39584 -2.29121 -0.22495
C -3.77475 -2.38542 -0.34247
C -4.40348 -3.61238 -0.19307
C -3.65055 -4.75280 0.05416
C -2.27317 -4.66112 0.16515
H 0.52205 5.13818 -1.01169
H 1.16346 4.88122 0.62694
H -1.15248 3.52110 -0.73230
H -1.78769 1.57132 1.54446
H -2.93177 1.93728 3.68314
H -2.97612 4.19466 4.68961
H -1.81413 6.06068 3.56547
H -0.65210 5.69460 1.43492
H 3.75307 2.30570 -2.36224
H 4.77512 0.19763 -3.24227
H 3.70958 -1.99782 -2.67408
H 0.13902 -3.76573 1.07717
H -0.06718 -4.54121 -1.81232
H 1.04690 -5.17389 -0.58731
H -1.90971 -1.32876 -0.34637
H -4.36308 -1.50428 -0.56203
H -5.48064 -3.67990 -0.25877
H -4.13712 -5.71163 0.16866
H -1.68718 -5.55056 0.36995
C 1.53550 1.25022 3.17865
O 0.56107 0.22258 3.44580
C -0.00363 -0.46013 2.53171
C -0.88104 -1.52037 3.07255
H 1.08731 2.21288 3.41835
H 1.85238 1.21704 2.13865
H 2.37778 1.06879 3.84040
H -1.22895 -1.26227 4.07330
H -0.28354 -2.43685 3.16348
H -1.71127 -1.73659 2.40316

=====

Entry 3:
61
Properties=species:S:1:pos:R:3 method="wB97M-V/def2-TZVPD" homo_energy_ev="-0.96 / -1.25" e_above_lowest_kcal_mol=4.6 multiplicity=3 total_charge=-2 e_lumo_ev="3.75 / 3.74"
Pt -2.90427 0.41861 -0.22937
C 7.45394 2.82304 1.31446
O 7.08676 1.49845 1.63032
C 6.32417 0.83011 0.68240
C 5.41159 -0.10716 1.14707
C 4.63733 -0.83637 0.26177
C 4.75463 -0.62701 -1.11640
C 5.68453 0.31298 -1.57129
C 6.46443 1.03924 -0.68857
N 3.98580 -1.26294 -2.09825
N 3.14366 -2.16732 -1.64203
C 1.90460 -2.01339 -1.16876
C 1.29006 -3.14994 -0.59502
C 0.05444 -3.11379 -0.02082
C -0.72747 -1.91398 0.08987
O -1.77414 -1.86390 0.75235
C -0.16569 -0.74063 -0.62985
N -0.92532 0.39465 -0.70334
C -0.44301 1.46202 -1.32273
C 0.80951 1.48052 -1.93367
C 1.58461 0.35423 -1.89646
C 1.11946 -0.79144 -1.22757
H 7.79788 3.28115 2.24047
H 6.59785 3.37903 0.92294
H 8.26822 2.85771 0.58418
H 5.30977 -0.24603 2.21560
H 3.91856 -1.55567 0.62708
H 5.77472 0.46063 -2.63966
H 7.17464 1.76156 -1.06719
H 1.86083 -4.07159 -0.61975
H -0.38422 -3.99872 0.42312
H -1.10022 2.31851 -1.35387
H 1.13560 2.37663 -2.44471
H 2.54284 0.32553 -2.39462
O -6.89349 -0.42937 0.31500
C -5.69139 -0.52425 0.07441
O -4.88976 0.47617 0.20362
C -5.13009 -1.89034 -0.25970
C -5.59200 -2.93623 0.52837
C -5.16037 -4.23971 0.33513
C -4.25837 -4.49596 -0.68923
C -3.80883 -3.46285 -1.49157
C -4.21398 -2.13853 -1.29751
S -3.58423 -0.84444 -2.32347
H -6.31341 -2.70464 1.30204
H -5.52113 -5.04026 0.97046
H -3.89397 -5.50295 -0.86096
H -3.09643 -3.65784 -2.28562
C -3.89637 2.23674 2.61174
Si -2.76206 2.26049 1.10480
C -1.04182 2.71504 1.78507
C -3.28834 3.80263 0.12681
H -4.02616 3.24791 3.01190
H -3.46930 1.60813 3.39516
H -4.86713 1.82790 2.34255
H -1.10657 3.62915 2.38416
H -0.30610 2.88693 1.00033
H -0.65839 1.91494 2.41898
H -3.31556 4.68629 0.77234
H -4.27797 3.65063 -0.30421
H -2.60289 4.00971 -0.69830

=====

Entry 4:
66
Properties=species:S:1:pos:R:3 method="wB97M-V/def2-TZVPD" homo_energy_ev="-5.19 / -5.13" multiplicity=3 total_charge=-1 e_lumo_ev="1.68 / 1.68"
Ni 0.34965 2.30169 -2.25896
C 4.64463 0.44814 0.47708
N 3.91181 1.37753 -0.34594
C 2.90614 1.10889 -1.18111
N 2.33473 2.23274 -1.54787
C 3.04573 3.19906 -0.90214
N 4.00836 2.71613 -0.14828
C 3.97848 0.19732 1.81383
C 4.73528 0.25737 2.97399
C 4.16069 -0.01682 4.20799
C 2.82546 -0.35570 4.28842
C 2.05281 -0.41116 3.12694
C 2.62683 -0.12798 1.89299
C 0.65896 -0.82544 3.27012
N 0.15338 -1.43074 4.29090
N -1.17386 -1.65203 4.00337
C -1.38579 -1.16608 2.82747
O -0.26375 -0.61657 2.29545
C -2.66163 -1.18373 2.11487
C -3.62859 -2.07277 2.57905
C -4.87266 -2.10985 1.97807
C -5.15444 -1.26313 0.91931
C -4.19539 -0.37450 0.44620
C -4.58466 0.50283 -0.72711
N -3.57456 1.44439 -1.12890
C -2.46121 1.20196 -1.82333
N -1.72034 2.28673 -1.84449
C -2.44317 3.20163 -1.14404
N -3.57433 2.72322 -0.67540
C -2.94179 -0.33560 1.04358
H 5.64521 0.85027 0.62435
H 4.73174 -0.48625 -0.08069
H 2.59018 0.12368 -1.48803
H 2.82437 4.24722 -1.03430
H 5.78140 0.53259 2.91268
H 4.75835 0.04208 5.10816
H 2.36017 -0.57751 5.23857
H 2.01755 -0.16790 0.99639
H -3.38891 -2.71982 3.41105
H -5.62554 -2.80017 2.33552
H -6.13202 -1.28963 0.45068
H -5.47598 1.07973 -0.48500
H -4.82021 -0.13098 -1.58469
H -2.18911 0.25417 -2.26032
H -2.09002 4.20966 -1.00096
H -2.18553 0.35574 0.69086
O -0.55825 5.78825 -3.02076
S 0.53527 4.87849 -2.73722
O 0.52623 3.69220 -3.69841
O 0.29722 4.16160 -1.40429
O 1.84802 5.50926 -2.71453
C 0.61902 -3.18428 -3.30621
C 0.07988 -2.37979 -2.11720
C -1.40414 -2.71497 -1.90852
C 0.85783 -2.76074 -0.84914
C 0.22882 -0.93359 -2.36944
C 0.31592 0.27154 -2.55032
H 0.51972 -4.25739 -3.11840
H 1.67150 -2.95432 -3.47678
H 0.07055 -2.93534 -4.21524
H -1.53540 -3.78395 -1.71707
H -1.98137 -2.45088 -2.79698
H -1.80751 -2.16091 -1.05755
H 0.75196 -3.82872 -0.63763
H 0.48590 -2.19818 0.00969
H 1.92046 -2.53868 -0.97031

=====

| no. | maximum force (eV Å⁻¹) |
| --- | --- |
| 1 | 0.27 |
| 2 | 3.38 |
| 3 | 0.63 |
| 4 | 0.18 |